(1)
Computed, not measured: C23H25F3NOSr as an isolated structure in a non-equilibrium geometry, with ωB97M-V/def2-TZVPD.

Values from the calculation:
Net charge   -1
Frontier orbital gap   0.2321 Eh
E   -36785.223 eV
E_HOMO   -0.1474 Eh

```
54
Properties=species:S:1:pos:R:3:forces:R:3
C -1.83690 3.46292 0.74214 -0.49 -0.24 0.16
C -2.19032 2.62223 -0.34928 -0.21 -0.30 0.78
C -2.61350 1.37112 0.18357 -0.15 0.41 0.08
H -2.18706 2.90084 -1.39352 0.12 -0.06 0.00
C -2.53767 1.44329 1.60259 -0.15 0.37 -0.22
C -2.04978 2.73391 1.94613 -0.48 0.31 0.13
H -2.86486 0.67435 2.30351 0.21 0.17 -0.18
C 2.02229 3.36646 -0.09480 0.40 0.20 -0.10
C 1.16409 3.24688 -1.20946 0.23 -0.18 -0.23
C 1.32936 1.94303 -1.75113 -0.20 -0.05 0.41
H 0.50031 4.02363 -1.59837 0.27 -0.34 0.15
C 2.23306 1.21566 -0.92352 0.07 0.76 -0.12
C 2.71322 2.14015 0.05826 0.30 -0.34 -0.21
H -2.98343 0.52184 -0.38839 0.19 0.17 0.10
H -1.92887 3.12722 2.96783 0.07 -0.31 -0.67
H -1.54963 4.51431 0.67512 0.08 -0.44 0.03
H 3.57285 1.97441 0.71762 -0.65 -0.01 0.03
H 0.86976 1.57535 -2.66611 -0.14 0.01 0.34
H 2.18835 4.27175 0.50991 -0.19 -0.63 -0.32
Sr 0.12801 1.47857 0.83941 0.11 1.21 0.34
C 2.67643 -0.23253 -1.09592 -0.39 0.42 0.16
C 4.20878 -0.19174 -1.19702 0.24 -0.40 -0.06
C 2.07408 -0.84215 -2.36205 -0.10 -0.23 -0.01
H 4.53130 0.53846 -1.95432 -0.28 -0.18 0.25
H 4.61200 -1.16626 -1.48963 0.05 -0.13 0.04
H 4.67430 0.09001 -0.24697 -0.14 0.02 -0.09
H 2.40672 -0.32438 -3.26619 -0.01 0.01 0.14
H 0.97592 -0.81327 -2.32928 0.27 0.07 -0.03
H 2.37884 -1.89446 -2.43832 0.01 0.06 -0.08
C 2.26184 -1.17386 0.11932 0.80 -0.38 -0.16
C 0.81922 -1.65199 0.21277 -1.24 2.44 -0.34
H 2.47237 -0.63493 1.07250 -0.14 -0.32 -0.46
H 2.92993 -2.05793 0.10006 -0.19 0.28 0.08
O -0.10799 -0.79828 0.10162 1.54 -2.07 0.33
N 0.48084 -2.91740 0.52867 0.30 -0.61 0.67
C -0.82750 -3.13842 1.19334 0.28 0.20 -0.63
H 1.18423 -3.65926 0.55264 -0.40 0.73 0.16
C -1.97612 -2.92055 0.23359 -0.42 -0.07 -0.17
C -3.19410 -2.43469 0.72477 0.32 -0.06 -0.04
H -3.26124 -2.18434 1.79385 -0.10 -0.05 -0.56
C -4.27437 -2.25166 -0.13553 0.18 -0.24 -0.09
H -5.21724 -1.88462 0.27139 0.23 -0.03 -0.23
C -4.14117 -2.55842 -1.49693 0.23 -0.07 0.34
H -4.99244 -2.44237 -2.15565 0.05 0.08 -0.03
C -2.92461 -3.03369 -1.99670 0.17 -0.08 0.40
H -2.80554 -3.26980 -3.05943 -0.12 0.13 0.41
C -1.84227 -3.22462 -1.12475 -0.19 0.05 -0.11
H -0.87562 -3.59176 -1.50633 -0.59 0.25 0.18
H -0.93547 -2.46997 2.06274 0.16 -0.10 -0.36
H -0.84528 -4.16158 1.56722 0.13 -0.07 -0.04
F 0.43331 1.57300 4.38942 0.23 0.09 0.80
C 1.25088 2.09659 3.39218 -0.91 -0.35 -2.22
F 1.36348 3.44624 3.70674 0.20 -0.14 0.54
F 2.50719 1.57276 3.66066 0.38 0.04 0.71
```
Positions in Å, forces in eV/Å.

(2)
Computed, not measured: one molecule with the formula C23H25FN2O3, with ωB97M-V/def2-TZVPD.

Values from the calculation:
Frontier orbital gap   0.3474 Eh
E   -36097.604 eV
Structure (SMILES)   Cc1cc(C)cc(C(=O)N[C@H]2CC23CCN(C(=O)c2cccc(O)c2F)CC3)c1
E_HOMO   -0.3240 Eh

```
54
Properties=species:S:1:pos:R:3:forces:R:3
C 3.71469 3.44763 4.70645 -0.05 -0.01 0.03
C 2.52987 3.65957 3.80238 0.05 0.03 0.04
C 1.67782 4.74289 3.99065 -0.01 -0.01 -0.02
C 0.58123 4.96123 3.16506 -0.02 0.04 0.05
C -0.35211 6.11709 3.40388 0.03 0.01 -0.03
C 0.34301 4.07194 2.12530 -0.06 0.08 -0.01
C 1.18682 2.99554 1.90809 0.06 -0.02 -0.04
C 0.84936 2.07158 0.77182 0.03 0.15 -0.25
O -0.29505 1.95669 0.37772 -0.06 -0.10 -0.08
N 1.91480 1.42040 0.22585 0.13 -0.17 0.39
C 1.92484 0.30044 -0.66992 -0.51 0.16 -0.02
C 2.40489 -1.02997 -0.15442 0.55 -0.11 -0.17
C 0.98257 -0.88716 -0.56977 0.03 0.03 0.14
C -0.06449 -1.06464 0.51586 -0.01 -0.11 0.07
C -1.48442 -0.83494 0.01178 -0.12 0.18 0.02
N -1.73110 -1.61204 -1.19972 0.09 0.03 0.01
C -2.20175 -2.87852 -1.05938 -0.04 -0.03 0.07
O -2.48934 -3.36562 0.02283 -0.05 0.02 -0.05
C -2.38157 -3.71205 -2.30271 -0.04 0.15 -0.01
C -1.91766 -5.02145 -2.27032 0.08 -0.16 -0.03
C -2.09565 -5.85630 -3.35828 0.02 0.02 0.06
C -2.75826 -5.39808 -4.48727 -0.02 -0.01 -0.05
C -3.25098 -4.10287 -4.52935 -0.01 -0.06 -0.09
O -3.92485 -3.58066 -5.58990 -0.01 -0.03 -0.01
C -3.05358 -3.27635 -3.43107 -0.01 0.09 0.10
F -3.55856 -2.03100 -3.49388 0.08 -0.06 0.04
C -0.83313 -1.21526 -2.27702 -0.09 0.13 -0.10
C 0.60108 -1.54240 -1.88214 0.06 -0.07 -0.11
C 2.27338 2.78929 2.75234 0.01 -0.06 -0.01
H 3.99768 2.39596 4.74403 0.02 0.00 -0.02
H 4.57852 4.01566 4.35545 0.01 0.00 0.00
H 3.49468 3.77301 5.72308 0.02 0.02 0.00
H 1.86888 5.42922 4.80946 0.00 0.00 0.00
H -0.60685 6.61153 2.46615 -0.01 0.00 0.01
H -1.28360 5.77335 3.85727 0.00 0.01 0.01
H 0.09497 6.85642 4.06712 -0.01 0.00 0.02
H -0.51153 4.20557 1.47366 0.01 -0.03 -0.02
H 2.82071 1.73293 0.53198 0.01 -0.08 0.10
H 2.22133 0.56710 -1.67823 -0.05 -0.06 -0.04
H 3.08107 -1.60573 -0.77567 -0.02 0.01 -0.03
H 2.61189 -1.10379 0.90583 -0.07 0.08 0.04
H 0.00252 -2.10154 0.86387 0.01 0.01 0.00
H 0.14412 -0.42935 1.37734 -0.02 0.04 -0.04
H -2.21836 -1.10837 0.76440 0.04 -0.10 0.01
H -1.62596 0.21248 -0.24195 0.03 0.05 0.00
H -1.42810 -5.37487 -1.37361 0.00 0.02 0.02
H -1.72522 -6.87191 -3.32617 -0.01 0.00 -0.02
H -2.90504 -6.05120 -5.34088 -0.01 0.02 0.00
H -4.04569 -4.26698 -6.25386 0.00 0.01 -0.01
H -1.10532 -1.69020 -3.21465 0.00 -0.10 0.02
H -0.94792 -0.13716 -2.41931 -0.01 -0.02 0.01
H 1.29378 -1.24751 -2.67565 -0.02 0.01 0.03
H 0.69087 -2.63009 -1.77213 -0.02 0.01 0.00
H 2.91072 1.92046 2.62759 0.00 0.00 -0.01
```
Positions in Å, forces in eV/Å.

(3)
Computed, not measured: one molecule with the formula C23H25FN2O6S2 in a non-equilibrium geometry, with ωB97M-V/def2-TZVPD.

Values from the calculation:
Frontier orbital gap   0.3135 Eh
E   -63888.667 eV
Structure (SMILES)   O=S(=O)(NC[C@H]1CCCO1)c1ccc(S(=O)(=O)N(Cc2ccc(F)cc2)Cc2ccco2)cc1
E_HOMO   -0.3053 Eh

```
59
Properties=species:S:1:pos:R:3:forces:R:3
O 5.30565 1.77054 0.34338 0.38 0.27 0.47
S 4.59523 0.71030 -0.27950 -4.39 -0.01 0.39
O 4.99787 0.16827 -1.52340 0.70 -0.87 -0.91
N 4.31175 -0.44522 0.92007 -5.96 -0.95 -6.14
C 4.17125 -1.90177 0.62921 1.20 0.10 -2.44
C 2.85912 -2.13075 -0.25445 2.47 -1.65 6.29
C 3.06377 -2.33259 -1.60841 -1.15 -5.78 -4.87
C 3.46015 -3.93393 -1.47972 -3.83 -0.26 1.01
C 2.47375 -4.48198 -0.22518 1.21 2.87 -4.64
O 2.24965 -3.34046 0.51074 -0.49 1.98 -1.19
C 2.71520 1.31336 -0.52450 9.21 4.32 12.06
C 1.86170 1.01627 -1.34608 -0.32 -6.27 -12.30
C 0.65430 1.45616 -1.50774 -6.59 -0.84 -0.39
C 0.10264 2.20486 -0.38689 -7.29 -5.69 -10.78
S -1.65202 2.58550 -0.47015 1.81 1.61 -9.53
O -1.73570 3.64936 0.42245 -1.53 1.89 2.60
O -1.96355 2.90599 -1.99508 1.06 -1.71 5.65
N -2.41792 1.27510 -0.12756 -1.35 0.13 5.52
C -2.53846 0.00937 -0.84996 0.62 5.09 -4.13
C -3.90452 -0.49566 -0.72456 4.46 -7.51 4.27
C -3.68372 -1.89080 -0.10443 -5.36 3.23 -1.10
C -4.96799 -2.56861 0.17470 2.74 0.24 -0.03
C -6.08473 -1.94512 -0.16688 4.43 8.12 -3.63
F -7.21246 -2.34723 -0.08828 -7.84 -4.12 1.32
C -6.17844 -0.43602 -0.85921 -6.54 -8.88 3.61
C -5.11911 0.15386 -0.92676 9.83 5.89 -2.99
C -2.31264 1.10984 1.44783 -3.51 -5.13 -0.73
C -1.10206 0.30778 1.89228 -3.56 14.00 5.15
C -0.17036 0.80876 2.80078 -0.63 6.62 2.85
C 0.88346 0.05695 2.91730 -1.69 -6.95 -6.17
C 0.45192 -1.12722 1.87382 4.54 6.21 6.67
O -0.73610 -0.77081 1.72111 -2.09 -13.09 -8.43
C 0.95881 2.75287 0.24400 9.95 6.04 14.58
C 2.36073 2.17797 0.54304 -4.65 -0.58 -6.80
H 4.93005 -0.38104 1.53718 6.65 1.41 6.80
H 4.17115 -2.53065 1.66332 0.14 1.63 -2.82
H 5.06813 -2.05044 -0.16995 -1.58 -0.81 2.33
H 2.27194 -1.35293 -0.03911 -2.73 2.83 1.06
H 2.08792 -2.29240 -2.28109 2.00 0.17 1.47
H 3.93487 -2.12720 -2.19983 0.31 1.66 0.28
H 4.47900 -4.18674 -1.39402 1.42 0.37 0.91
H 3.18544 -4.52476 -2.30981 -0.59 -0.27 -1.47
H 1.61768 -4.99925 -0.65408 -0.34 0.26 0.21
H 3.11644 -5.10176 0.21950 1.96 -2.86 2.45
H 2.44667 0.39510 -2.24400 -2.11 1.16 1.70
H -0.06055 1.07534 -2.33312 1.48 0.85 1.34
H -1.60946 -0.44716 -0.51846 -0.66 -1.57 -0.69
H -2.47693 0.49452 -1.95880 0.56 -1.62 1.94
H -2.80202 -2.39217 0.28972 0.26 0.73 -0.64
H -5.03164 -3.53039 0.66174 0.07 -0.17 -0.02
H -7.11221 -0.00041 -1.05454 -1.35 0.02 -0.24
H -4.92088 1.12799 -1.44805 -0.79 -0.44 0.81
H -3.34462 0.51685 1.92459 2.52 1.08 -2.13
H -2.55121 2.00423 1.92868 0.97 1.65 0.61
H -0.06986 1.72458 3.49259 -1.29 -0.91 -1.68
H 1.61212 -0.01397 3.57471 3.59 0.17 2.58
H 0.82519 -2.04388 1.80886 0.84 -3.89 -0.68
H 0.57306 3.41181 1.18582 0.99 -1.06 -2.37
H 2.94892 2.28052 1.34340 1.84 1.29 2.99
```
Positions in Å, forces in eV/Å.

(4)
Computed, not measured: C23H25FeI2N2O2STe as an isolated structure in a non-equilibrium geometry, with ωB97M-V/def2-TZVPD.

Values from the calculation:
Net charge   +1
Frontier orbital gap (alpha / beta)   0.2635 / 0.2589 Eh
E   -100043.570 eV
Multiplicity   5
E_HOMO (alpha / beta)   -0.3697 / -0.3711 Eh

```
57
Properties=species:S:1:pos:R:3:forces:R:3
Fe 0.33530 -0.26299 0.02024 0.64 -1.65 -1.19
I 0.95181 -4.56343 -5.97724 -0.17 0.24 0.35
C 0.33452 -3.59577 -4.20364 0.23 -0.19 -0.29
C -0.93824 -3.05078 -4.10460 0.14 -0.12 -0.25
C -1.29590 -2.42079 -2.93514 -0.29 0.37 0.71
I -3.15275 -1.46564 -2.68520 -0.05 -0.38 -0.25
C -0.43875 -2.32283 -1.81510 0.49 -0.77 -1.62
O -0.82842 -1.70235 -0.75820 0.44 1.56 2.16
C 0.84604 -2.91717 -1.94657 -0.38 0.34 0.34
C 1.78554 -2.89576 -0.77269 -0.26 -0.29 -0.19
N 2.27110 -1.53763 -0.47322 -0.22 0.56 0.07
C 3.20870 -1.55370 0.64816 0.21 0.00 -0.01
C 2.49517 -1.68524 1.97267 0.12 -0.01 0.02
C 3.15164 -2.16988 3.09880 -0.24 0.08 -0.09
C 2.44861 -2.28538 4.28516 -0.05 0.12 -0.11
C 1.10456 -1.94311 4.30633 -0.02 0.05 -0.08
C 0.53395 -1.45820 3.14516 -0.07 -0.14 0.30
N 1.21851 -1.30739 2.01349 -0.37 0.19 -0.64
C 1.21604 -3.52036 -3.13224 -0.16 -0.10 -0.32
H -1.63024 -3.10864 -4.93208 -0.03 0.00 -0.02
H 2.62851 -3.57142 -0.97810 -0.07 0.12 0.11
H 1.26542 -3.25849 0.12190 0.07 0.02 -0.11
H 2.73948 -1.16692 -1.29900 -0.15 -0.03 0.14
H 3.77923 -0.62050 0.64050 0.02 -0.05 0.00
H 3.92176 -2.38899 0.55791 -0.06 0.23 0.01
H 4.19179 -2.44742 3.04272 0.12 -0.06 -0.05
H 2.94064 -2.63418 5.17901 0.04 -0.09 0.09
H 0.51285 -2.03714 5.20223 -0.06 -0.02 0.07
H -0.51315 -1.19098 3.10189 -0.05 0.05 0.10
H 2.20101 -3.95033 -3.22403 0.15 -0.11 0.01
C 0.86342 0.43052 -4.60816 -0.40 0.06 0.54
S -0.32068 0.59165 -3.21820 0.15 0.83 -1.26
C -0.80651 2.32920 -3.51927 0.08 -0.69 0.06
O 0.54910 0.67673 -1.99325 0.53 -0.04 1.29
H 1.58171 1.24263 -4.57480 0.05 0.14 0.10
H 0.31173 0.44793 -5.54202 -0.17 0.01 -0.09
H 1.37176 -0.52402 -4.51210 -0.08 -0.17 0.13
H -1.51389 2.35562 -4.33872 -0.10 -0.03 -0.21
H 0.06238 2.93749 -3.73079 0.24 0.05 -0.03
H -1.29608 2.68155 -2.61889 -0.09 -0.06 0.17
C -0.19758 3.83427 1.98465 0.26 0.04 -0.50
Te 0.50583 1.76685 1.96413 -0.60 0.71 0.27
C -1.60095 1.39540 1.58137 -0.07 -0.45 -0.12
C -2.33633 2.56877 2.15901 0.11 0.32 0.17
C -3.68137 2.48345 2.48802 0.04 0.04 -0.02
C -4.32564 3.57191 3.05176 -0.01 -0.05 -0.02
C -3.63214 4.74753 3.28667 0.03 0.05 -0.04
C -2.29292 4.84368 2.94799 0.01 -0.07 -0.03
C -1.64103 3.75607 2.38271 -0.10 -0.32 0.03
H -0.10043 4.28315 0.99318 0.14 -0.13 0.05
H 0.38836 4.42512 2.68733 0.11 -0.21 -0.01
H -1.93201 0.46381 2.04019 0.10 -0.01 0.02
H -1.77370 1.31329 0.49891 0.07 0.03 0.13
H -4.21936 1.56428 2.31184 -0.08 -0.11 0.00
H -5.36707 3.49519 3.31824 -0.14 0.00 0.04
H -4.13199 5.59071 3.73658 -0.06 0.08 0.05
H -1.74930 5.76064 3.12452 0.03 0.08 0.04
```
Positions in Å, forces in eV/Å.